A molecular structure, C54H140F3N10O19V, computed with ωB97M-V/def2-TZVPD.

Geometry (Å):
V1 3.0985 -0.1352 -1.3236
F1 -1.0534 -1.3888 -3.0296
F2 -2.1690 -0.7113 -1.3203
F3 -0.9358 -2.4412 -1.1832
O1 -1.9305 3.4259 -0.6587
O2 1.2380 -0.1891 -5.8843
O3 1.4317 -1.0799 -1.5998
O4 2.3408 -5.0459 -3.7661
O5 -4.3076 -4.1246 0.8455
O6 -7.6198 -3.2026 -4.5565
O7 4.3540 0.6751 0.1104
O8 4.0883 -0.5352 -2.4633
O9 -3.1757 -0.1221 -5.5835
O10 0.1629 -0.3005 0.2005
O11 0.3823 0.7887 6.7719
O12 2.5234 1.3717 -1.5733
O13 2.8836 -4.3819 -0.4675
O14 -4.1196 0.2781 4.7518
O15 -6.1549 2.9273 -2.6707
O16 -0.0801 -5.3756 1.6150
O17 4.3636 5.8955 -1.8144
O18 4.2179 -1.5462 4.9266
O19 6.5821 2.1212 2.2787
N1 0.6966 5.7621 -2.6438
N2 0.8164 -2.6670 1.9235
N3 3.6562 1.9926 5.8173
N4 -4.8182 -3.3526 -5.0390
N5 6.5432 -0.2222 4.3338
N6 -5.3520 4.4719 0.6035
N7 -2.5610 3.9487 1.9718
N8 1.4809 -2.2512 -4.2028
N9 3.2277 -1.6486 0.3973
N10 -4.9075 -1.7147 2.9560
C1 -1.5122 3.1944 -2.0361
C2 -0.8739 1.0426 6.2449
C3 -7.1333 -3.4046 -5.8546
C4 3.2106 -5.2828 0.5586
C5 1.0479 -4.5086 -3.4253
C6 -5.8237 -4.1355 -5.7553
C7 4.3166 -2.5805 0.0891
C8 2.8471 1.9725 8.0563
C9 5.4593 1.4788 -0.4421
C10 1.5793 0.8529 -4.9851
C11 -0.0108 1.0489 0.6083
C12 -5.5583 4.4273 -0.8828
C13 6.1845 3.4275 2.4523
C14 -0.4770 -2.5021 4.0106
C15 5.0120 4.8088 -2.4812
C16 2.6791 -6.1470 -2.9211
C17 3.4966 -0.9299 1.6145
C18 -5.1480 -3.9305 -0.3166
C19 3.0998 0.9579 -4.8327
C20 -4.5368 -4.7086 -1.4851
C21 -4.3787 -2.1621 -5.7277
C22 -0.9597 -1.1570 -1.6948
C23 7.6501 1.6282 3.0205
C24 2.7453 1.3671 6.7299
C25 2.9113 5.7646 -1.5799
C26 -1.0606 4.3115 0.1220
C27 -1.9002 0.4685 -5.4196
C28 2.1391 5.6872 -2.9187
C29 -3.3392 -1.3496 -4.9480
C30 0.3035 -0.4116 -1.1961
C31 -4.3711 0.6297 3.4097
C32 -0.9000 -4.3979 2.3839
C33 -3.9743 -0.4113 1.0406
C34 -0.0616 1.1386 2.1310
C35 2.6228 6.7834 -3.8936
C36 -8.7573 -2.3396 -4.4882
C37 -6.2355 1.5111 -3.0531
C38 -4.7878 1.0438 5.6484
C39 3.8847 -3.5470 -1.0024
C40 0.8281 -4.0082 -5.9661
C41 5.4513 -2.1163 5.4166
C42 -5.5367 3.0310 -1.3797
C43 -4.5690 5.3323 -1.6576
C44 -1.9182 4.9797 1.1976
C45 4.6003 0.0612 1.3428
C46 0.1495 -3.4465 2.9837
C47 3.0806 -2.3895 4.9191
C48 -0.7552 -5.9666 0.4612
C49 1.3808 1.5421 6.0860
C50 7.3018 0.9990 4.3652
C51 -0.9092 5.7909 2.0774
C52 0.7271 -3.4789 -4.5152
C53 6.3745 -0.9204 5.6241
C54 -3.9722 -0.6329 2.5831
H1 -7.9264 -3.9608 -6.4013
H2 -3.1350 3.4644 1.3133
H3 1.2330 -1.9301 -3.2755
H4 -5.3472 0.8981 3.2860
H5 -3.7633 1.4636 3.0806
H6 1.0657 -3.9178 -2.4645
H7 -3.5328 5.1725 -1.3101
H8 1.1418 -1.0006 -5.3548
H9 1.9087 -6.8905 -3.0677
H10 1.0842 1.7305 -5.3970
H11 -6.0494 2.3769 -0.6303
H12 3.6001 -4.7379 1.4039
H13 -0.0203 -4.6689 -6.1744
H14 -3.1809 4.3803 2.7045
H15 -6.9507 -2.4233 -6.3470
H16 -6.7398 1.5643 -3.9814
H17 5.7728 -2.8645 4.7062
H18 5.1816 1.7021 -1.4827
H19 2.2949 7.7723 -3.5463
H20 8.2625 0.7557 4.8508
H21 2.7833 -6.0167 -1.8143
H22 0.7249 1.7037 0.1926
H23 8.1337 0.8732 2.3897
H24 5.2019 -2.7111 6.3527
H25 -0.0379 -6.6207 -0.0733
H26 -2.9188 -0.8435 2.8456
H27 -2.2633 2.4465 -2.3896
H28 2.5343 3.0002 7.8683
H29 -5.0833 -1.4369 -5.9753
H30 -0.8414 -2.9728 4.9373
H31 3.5287 0.0052 -4.5967
H32 5.6302 0.0542 4.0396
H33 4.8873 4.8286 -3.5747
H34 0.6165 6.7726 -2.3842
H35 -6.0979 3.9527 1.0512
H36 2.9459 0.2643 6.8247
H37 0.2760 -5.2824 -3.4912
H38 1.1353 2.5604 5.7971
H39 -0.3321 5.1283 2.7266
H40 -5.1281 -2.8876 -0.6122
H41 -1.2689 -1.7940 3.6309
H42 0.7181 -3.1521 1.0140
H43 -1.6072 -3.9261 1.7339
H44 6.9025 1.8135 5.0173
H45 -1.5747 -4.8222 3.2016
H46 -5.6074 -4.3288 -6.8063
H47 5.6019 2.4000 0.1753
H48 0.3371 -1.7829 4.2712
H49 -8.3490 -1.3453 -4.6590
H50 0.1502 5.5898 -3.4953
H51 -1.2826 6.6974 2.6400
H52 3.6851 -6.5372 -3.2233
H53 -4.7664 -5.7909 -1.3345
H54 -4.7124 6.3735 -1.5238
H55 3.7921 1.9167 8.5283
H56 -1.5368 0.4746 -4.3714
H57 -5.4214 5.4846 0.9181
H58 -1.6701 -6.4726 0.8327
H59 -3.4377 -1.2111 0.5657
H60 -2.0406 1.5000 -5.7001
H61 3.0417 -2.9322 5.8922
H62 5.5867 -0.4206 1.4392
H63 -3.6000 0.6008 0.7943
H64 4.7429 3.8152 -2.0716
H65 3.4977 -3.0617 -1.9131
H66 0.0668 2.1975 2.4029
H67 -5.9419 -5.1321 -5.3401
H68 3.8616 -1.6384 2.4231
H69 -1.5902 4.1040 -2.6568
H70 -3.8553 -2.5201 -6.6906
H71 0.7983 0.6826 2.5294
H72 5.9335 -0.2271 6.3680
H73 5.7878 3.6462 3.4429
H74 -0.8815 2.0749 5.7391
H75 -0.9535 1.3936 0.1952
H76 3.0940 -3.0998 4.0602
H77 5.3393 3.6585 1.7628
H78 0.2908 -1.8010 1.8543
H79 -1.5977 1.0357 7.0221
H80 4.6723 -3.1959 0.9167
H81 2.7165 6.7295 -1.0282
H82 2.6331 -0.4490 2.0182
H83 8.3729 2.4405 3.1905
H84 5.1841 -2.0068 -0.2027
H85 -5.3182 1.0062 -3.2518
H86 4.7302 -4.1121 -1.3709
H87 -0.4814 2.8243 -2.1402
H88 -6.5020 4.8876 -1.0875
H89 4.3396 2.6064 6.2604
H90 0.8959 -4.0346 3.5086
H91 -0.6468 5.0918 -0.6033
H92 -1.1595 0.3206 5.4940
H93 6.9957 4.1191 2.3113
H94 -4.8591 -1.9554 3.9666
H95 1.7849 -4.4851 -6.2247
H96 -4.4528 0.7253 6.6965
H97 -4.9378 -0.4494 0.6017
H98 -3.4597 -4.4958 -1.4430
H99 -0.3593 3.6524 0.5932
H100 -5.1822 -3.0369 -4.1167
H101 -2.5903 5.6873 0.7053
H102 2.1458 6.4631 -4.8406
H103 -3.5780 -1.3207 -3.8992
H104 6.4034 0.9181 -0.2804
H105 -5.8823 -1.5530 2.6757
H106 -4.6259 -3.5454 1.6369
H107 -9.2529 -2.3535 -3.5194
H108 4.1557 1.3371 5.2387
H109 2.6861 4.8628 -0.9561
H110 3.9777 -5.9560 0.2089
H111 -5.0874 -4.3128 -2.3608
H112 0.7517 -3.1156 -6.5734
H113 -0.3216 -3.2538 -4.4107
H114 1.1366 0.7540 -3.9334
H115 3.5712 1.2706 -5.7655
H116 -4.4897 2.0801 5.5287
H117 7.3181 -1.3710 6.0362
H118 4.6374 0.7992 2.1494
H119 3.6817 6.7507 -3.9461
H120 -1.1086 -5.1576 -0.1579
H121 2.4640 -2.4947 -4.1612
H122 2.1663 -1.8199 4.8279
H123 6.0654 4.9545 -2.2410
H124 -4.7721 5.0581 -2.6940
H125 -2.3691 -1.8823 -4.8907
H126 -5.8812 0.9217 5.5731
H127 0.3560 0.5890 -1.5137
H128 -6.0979 -4.2897 -0.1030
H129 2.1394 1.5735 8.7445
H130 2.3391 4.6747 -3.3026
H131 3.4049 1.6587 -3.9870
H132 1.4282 0.9907 5.0956
H133 -9.5466 -2.5623 -5.2509
H134 2.3491 -2.2040 0.5048
H135 -1.1293 -0.0650 -5.9761
H136 -4.4804 2.8459 -1.5057
H137 -0.9521 0.6819 2.5406
H138 -6.7588 0.9012 -2.2982
H139 2.3227 -5.7918 0.8880
H140 -0.1966 6.2867 1.3878

Summary:
Spin multiplicity = 1
Highest occupied orbital energy = -8.436 eV
Kohn-Sham gap = 0.32468 Ha

These are the Löwdin partial charges, in e, on atoms 1 to 8: 0.892, 0.114, 0.140, 0.099, -0.263, -0.132, -0.224, -0.188